# 1
Computed, not measured: a 2-piece molecular cluster, C26H59ClN4O4Si2 overall, with ωB97M-V with the def2-TZVPD basis set.

Each line ends with the Mulliken charge.
Cartesian coordinates (Å):
C  -0.1680  -4.3341  1.0230  -1.34
C  -0.1524  -4.1200  -0.4842  0.14
O  0.5886  -2.9592  -0.9219  -0.44
C  -0.1156  -1.7644  -0.9826  0.61
C  -1.0808  -1.5221  0.1642  -0.68
O  -1.9841  -0.5007  -0.1975  -0.33
C  -3.3318  -0.8016  0.1707  -0.80
N  -0.8555  -1.8084  -2.3021  -0.56
C  0.2413  -1.8094  -3.1538  0.17
N  0.1836  -2.5067  -4.2592  0.00
O  1.2416  -2.5078  -5.1326  -0.41
N  1.2942  -1.1130  -2.7223  -0.28
C  0.9630  -0.6823  -1.3066  0.95
Cl  2.3944  -0.8469  -0.2907  -0.18
C  0.4452  0.7567  -1.3463  -0.94
C  1.5289  1.8342  -1.3830  -0.79
C  0.9461  3.2092  -1.7652  -1.08
C  1.1009  4.2516  -0.6586  -1.00
C  2.5179  4.8266  -0.5794  -0.40
C  2.8863  5.3238  0.8159  -0.74
C  4.2054  6.1133  0.8565  -0.82
C  4.0378  7.5480  1.3450  -0.45
C  5.3460  8.3423  1.3505  -0.86
C  5.3488  9.5413  2.3156  -0.76
C  6.1945  9.3541  3.5882  -0.76
C  5.3660  9.1669  4.8418  -0.56
O  4.5866  10.3258  5.0514  -0.31
C  3.8741  10.3232  6.2681  -0.74
H  0.2874  -5.2941  1.2601  0.40
H  0.4034  -3.5892  1.5777  0.41
H  -1.1916  -4.3548  1.3967  0.19
H  0.3219  -4.9571  -0.9919  0.53
H  -1.1538  -4.0490  -0.8975  0.06
H  -0.5045  -1.2582  1.0577  0.27
H  -1.6266  -2.4443  0.3653  0.27
H  -3.7083  -1.6583  -0.3953  0.27
H  -3.4071  -1.0199  1.2384  0.34
H  -3.9239  0.0806  -0.0559  0.26
H  -1.4415  -0.9818  -2.4218  0.31
H  -0.6540  -3.0159  -4.5142  0.27
H  1.6787  -3.3663  -5.0217  0.37
H  2.2231  -1.4642  -2.9208  0.39
H  -0.2163  0.9110  -0.4953  0.23
H  -0.1388  0.8555  -2.2653  0.49
H  1.9824  1.9056  -0.3933  0.53
H  2.3224  1.5380  -2.0733  0.39
H  1.4526  3.5750  -2.6626  0.38
H  -0.1086  3.1138  -2.0359  0.48
H  0.3876  5.0616  -0.8269  0.51
H  0.8430  3.8015  0.3068  0.35
H  3.2418  4.0678  -0.8971  0.29
H  2.5994  5.6645  -1.2789  0.35
H  2.9294  4.4710  1.4989  0.32
H  2.0727  5.9634  1.1763  0.40
H  4.9239  5.6120  1.5106  0.43
H  4.6515  6.1277  -0.1439  0.30
H  3.6200  7.5339  2.3576  0.27
H  3.3021  8.0520  0.7087  0.26
H  5.5454  8.6913  0.3340  0.38
H  6.1643  7.6613  1.6076  0.39
H  4.3197  9.7481  2.6214  0.46
H  5.6838  10.4366  1.7918  0.44
H  6.8376  8.4753  3.4854  0.40
H  6.8558  10.2088  3.7433  0.33
H  6.0133  8.9935  5.7114  0.44
H  4.7133  8.2853  4.7366  0.29
H  4.3847  9.7242  7.0293  0.33
H  3.8010  11.3494  6.6251  0.23
H  2.8632  9.9232  6.1331  0.26
C  -7.3012  -9.1778  -1.6688  -1.03
Si  -5.6001  -8.3535  -1.7192  0.13
C  -5.4774  -7.5604  -3.4495  -1.07
C  -4.3451  -9.7844  -1.7615  -1.06
N  -5.4183  -7.2941  -0.4530  -0.12
Si  -4.1630  -6.3237  -0.0375  0.00
C  -3.6999  -4.9993  -1.3524  0.02
C  -2.5157  -7.2046  0.3569  -0.96
C  -4.5450  -5.2842  1.5058  -1.04
H  -7.4517  -9.8862  -2.4891  0.28
H  -7.4251  -9.7170  -0.7263  0.26
H  -8.0863  -8.4193  -1.7253  0.25
H  -5.8052  -8.2453  -4.2381  0.36
H  -4.4494  -7.2612  -3.6800  0.28
H  -6.1063  -6.6668  -3.4933  0.25
H  -4.2828  -10.2512  -0.7750  0.26
H  -3.3437  -9.4329  -2.0297  0.29
H  -4.6282  -10.5558  -2.4847  0.35
H  -3.2094  -5.4474  -2.2232  0.23
H  -3.0369  -4.2304  -0.9445  -0.73
H  -4.6087  -4.4980  -1.6964  0.43
H  -2.7020  -8.0238  1.0553  0.39
H  -1.7746  -6.5421  0.8127  0.20
H  -2.0701  -7.6318  -0.5472  0.25
H  -4.7509  -5.9407  2.3543  0.30
H  -5.4336  -4.6720  1.3307  0.28
H  -3.7226  -4.6149  1.7917  0.24

The gap between HOMO and LUMO comes out at 4.8 eV. As for the charge: 0. The calculation puts the HOMO energy at -5.8 eV.

***

# 2
Computed, not measured: C26H59IrO2P3 as an isolated structure in a non-equilibrium geometry, with ωB97M-V with the def2-TZVPD basis set.

Each line ends with the Mulliken charge.
Cartesian coordinates (Å):
Ir  0.3580  0.2233  0.3479  3.02
C  2.0914  -0.1489  -0.2956  0.28
O  3.1385  -0.3315  -0.7808  -0.45
C  -1.4998  0.3599  0.7556  0.25
O  -2.6422  0.5022  0.9475  -0.48
P  0.1637  2.3619  -0.9387  -0.26
C  -0.2078  2.1183  -2.7469  0.91
H  -0.2346  3.1280  -3.1791  0.55
C  -1.2656  3.5163  -0.5188  0.43
H  -2.1394  2.8552  -0.6311  0.49
C  1.7972  3.2799  -1.1018  0.30
H  2.4339  2.5431  -1.6208  0.51
C  1.4588  -3.3250  1.0056  0.39
P  -0.0003  -2.3426  0.3778  -0.42
H  -0.6409  -4.0326  -1.2198  0.88
H  2.2487  -3.1076  0.2716  0.65
C  -1.4688  -3.2379  1.1179  0.44
H  -1.1929  -4.2996  1.0145  0.64
C  -1.2564  4.0095  0.9221  -1.41
H  -2.1455  4.6295  1.0897  0.60
H  -0.3796  4.6325  1.1414  0.29
H  -1.3143  3.1824  1.6367  0.25
C  -1.4531  4.7155  -1.4530  -1.34
H  -0.6619  5.4628  -1.3223  0.35
H  -2.4026  5.1949  -1.1793  0.49
H  -1.5268  4.4508  -2.5123  0.33
C  1.7577  4.5553  -1.9429  -1.52
H  1.2490  4.4418  -2.9071  0.37
H  2.7976  4.8370  -2.1635  0.49
H  1.3071  5.3915  -1.3926  0.44
C  2.4566  3.5737  0.2412  -0.96
H  3.4606  3.9849  0.0623  0.58
H  2.5820  2.6668  0.8433  -0.23
H  1.8919  4.3153  0.8242  0.31
C  0.9204  1.3623  -3.4391  -2.00
H  1.8797  1.8938  -3.4212  0.30
H  0.6472  1.2045  -4.4882  0.55
H  1.0836  0.3908  -2.9558  0.23
C  -1.5854  1.4840  -2.9623  -1.69
H  -1.6585  0.5071  -2.4646  0.28
H  -1.7498  1.3220  -4.0374  0.50
H  -2.4019  2.1181  -2.5897  0.33
C  1.2260  -4.8385  1.0487  -1.85
H  0.8210  -5.2549  0.1182  0.45
H  0.5683  -5.1207  1.8835  0.44
H  2.2007  -5.3145  1.2275  0.50
C  1.9517  -2.8334  2.3574  -0.74
H  1.1936  -2.9220  3.1463  0.23
C  -1.0169  -2.1554  -2.1855  -0.65
H  2.2728  -1.7921  2.2899  -0.41
H  2.8226  -3.4310  2.6553  0.57
C  1.2164  -3.3051  -2.0270  -1.63
H  -0.5118  -1.1873  -2.2988  -1.08
H  -1.1540  -2.6083  -3.1779  0.83
H  -2.0110  -1.9404  -1.7697  0.19
C  -0.1334  -3.0633  -1.3424  0.52
H  1.0462  -3.5167  -3.0895  0.47
H  1.7469  -4.1592  -1.5941  0.41
H  1.8764  -2.4272  -1.9679  0.32
C  -2.7857  -3.0434  0.3533  -1.47
H  -3.0890  -1.9866  0.3376  0.27
H  -3.5667  -3.6086  0.8829  0.47
H  -2.7375  -3.4248  -0.6734  0.47
C  -1.6922  -2.9573  2.5983  -1.58
H  -2.1083  -1.9524  2.7463  0.45
H  -0.7904  -3.0659  3.2096  0.20
H  -2.4374  -3.6707  2.9754  0.56
H  0.3778  -1.3113  -4.0268  0.19
H  -0.0335  -0.6728  -4.1318  -0.07
C  3.7947  0.6719  2.7915  -1.16
C  2.4942  0.3950  3.5412  -1.41
P  0.9396  0.9199  2.6817  0.88
C  -0.3708  0.1962  3.7689  0.35
C  -0.1174  0.0641  5.2692  -1.54
C  1.0414  2.7060  3.1977  0.47
C  0.5303  3.1440  4.5723  -1.58
H  3.8404  0.1313  1.8357  0.19
H  4.6433  0.3220  3.3989  0.41
H  3.9487  1.7410  2.5887  0.36
H  2.4026  -0.6759  3.7595  0.82
H  2.4977  0.9124  4.5159  0.59
H  -1.2806  0.7871  3.5747  0.59
H  -0.5584  -0.8000  3.3352  -0.74
H  -0.3322  0.9912  5.8145  0.38
H  -0.7889  -0.7088  5.6622  0.46
H  0.9084  -0.2434  5.5028  0.33
H  2.1024  2.9803  3.1005  0.52
H  0.4930  3.2474  2.4205  -0.84
H  1.0521  2.6678  5.4132  0.36
H  0.6841  4.2256  4.6827  0.45
H  -0.5468  2.9663  4.6876  0.40

The gap between HOMO and LUMO (alpha / beta) comes out at 6.0 / 4.1 eV. As for the charge: +4. The calculation puts the HOMO energy (alpha / beta) at -17.9 / -21.6 eV. The spin multiplicity is 6. The expectation value of S² is 8.77.

***

DFT total energy list, top to bottom, in eV: -70344.7016; -62670.1545